12
Properties=species:S:1:pos:R:3:lowdin_charge:R:1 method="wB97M-V/def2-TZVPD" largest_force_ev_per_a=2.54 smiles="C=C(F)/C(Cl)=N/C" orbital_gap_ev=10.26 e_homo_ev=-10.024 de_lowest_kcal_mol=18.4 total_energy_ha=-770.16593
C 0.808 -2.146 -1.222 0.078
H -0.801 1.833 2.231 0.087
N 0.236 0.951 0.595 0.031
Cl -1.817 -0.494 -0.594 0.586
F 2.170 -0.432 -0.247 0.052
H -1.698 1.921 0.718 0.031
C 0.984 -0.975 -0.612 -0.348
H -0.505 2.856 1.074 0.056
C -0.763 1.848 1.158 -0.127
C -0.109 -0.108 -0.019 -0.566
H -0.132 -2.674 -1.348 0.060
H 1.626 -2.580 -1.734 0.058


34
Properties=species:S:1:pos:R:3:lowdin_charge:R:1 method="wB97M-V/def2-TZVPD" largest_force_ev_per_a=4.15 smiles=NCNCCCCO.O.O.O.O orbital_gap_ev=8.82 e_homo_ev=-8.576 de_lowest_kcal_mol=54.2 total_energy_ha=-689.33630
O -2.457 0.484 -2.939 -0.072
C -2.133 0.557 1.395 -0.208
O 2.865 -1.859 2.159 -0.104
H -3.210 0.469 1.230 0.121
O -2.188 2.128 -0.539 -0.140
H 2.026 -1.945 1.683 0.004
H -1.887 2.725 1.296 0.136
H -0.880 -1.170 2.021 0.108
H -3.130 -0.071 -3.359 0.057
O 3.194 0.736 2.041 -0.032
H -0.504 1.842 0.548 0.101
H 1.157 -1.257 -2.043 0.106
H 3.010 -0.885 2.172 -0.034
C -1.514 -0.804 1.192 -0.176
H -1.029 2.194 -2.002 0.010
H 3.463 -1.793 -0.466 0.067
H 0.796 0.141 0.273 0.106
N 2.804 -1.084 -0.732 0.015
H 1.274 -2.593 -0.924 0.128
H -1.933 0.703 -3.736 0.064
C 1.446 -1.480 -0.985 -0.330
H 2.787 -0.363 -0.042 0.018
H 2.932 1.062 2.905 0.076
H -2.438 1.327 -1.028 0.031
N 0.595 -0.830 0.009 -0.091
H 0.253 1.195 -2.076 0.015
H -1.257 -0.342 -0.922 0.067
O -0.279 1.856 -2.522 -0.068
C -0.814 -1.039 -0.224 -0.205
C -1.558 1.773 0.780 -0.197
H -1.032 -2.031 -0.655 0.123
H -2.129 -1.672 1.382 0.092
H -2.093 0.774 2.523 0.136
H 3.863 1.251 1.586 0.076


13
Properties=species:S:1:pos:R:3:lowdin_charge:R:1 method="wB97M-V/def2-TZVPD" largest_force_ev_per_a=5.82 orbital_gap_ev=9.42 e_homo_ev=-8.500 de_lowest_kcal_mol=65.1 total_energy_ha=-654.56131
H -2.145 0.414 0.851 0.079
H 2.269 0.981 -0.741 0.106
H -0.040 -0.203 2.173 0.147
H 0.949 1.923 1.126 0.096
C -0.162 -0.066 1.001 -0.595
F -1.431 -0.015 -0.968 -0.066
C 0.299 1.283 0.558 -0.293
S 1.015 -0.953 -0.036 0.829
C 1.068 0.831 -0.730 -0.364
C -1.605 -0.271 0.327 -0.259
H 0.575 1.205 -1.576 0.043
H -0.760 1.764 0.267 0.142
H -1.816 -1.361 0.241 0.134


11
Properties=species:S:1:pos:R:3:lowdin_charge:R:1 method="wB97M-V/def2-TZVPD" largest_force_ev_per_a=6.20 smiles="c1[nH]c2c([nH+]1)=N[N+]#P=2" orbital_gap_ev="6.51 / 7.38" charge=+2 e_homo_ev="-19.873 / -19.789" total_energy_ha=-675.58906
N -0.602 -1.190 0.002 0.130
C -1.439 -0.209 0.096 -0.004
H -2.481 -0.278 -0.051 0.186
H -1.036 -2.147 -0.249 0.259
N 2.629 0.656 0.026 -0.147
C 0.719 -0.798 -0.044 -0.141
N 1.661 1.339 -0.126 0.129
H -1.604 1.732 0.230 0.245
P 2.558 -0.993 0.008 1.256
C 0.469 0.890 0.070 -0.120
N -0.874 0.998 0.039 0.207


17
Properties=species:S:1:pos:R:3:lowdin_charge:R:1 method="wB97M-V/def2-TZVPD" largest_force_ev_per_a=7.62 orbital_gap_ev=8.62 e_homo_ev=-8.553 de_lowest_kcal_mol=163.7 total_energy_ha=-363.76340
C 0.823 -1.830 0.639 -0.084
H -1.006 2.221 -1.711 0.157
C -0.046 0.515 -0.622 -0.481
H -0.900 -1.681 -0.814 0.168
H -2.858 0.008 1.253 0.295
H 0.402 -2.926 0.759 0.108
C 1.139 1.206 -0.050 -0.067
N -0.525 1.189 -1.855 0.048
C -0.803 0.273 0.490 -0.443
O -2.144 0.378 0.231 -0.114
H 1.238 -1.313 1.509 0.062
H 1.619 -1.803 -0.192 0.093
C -0.201 -0.995 -0.170 -0.176
H -1.263 0.469 -2.282 0.124
C 2.027 1.836 0.475 0.126
H -0.499 0.340 1.573 0.169
H 2.997 2.114 0.767 0.016


50
Properties=species:S:1:pos:R:3:lowdin_charge:R:1 method="wB97M-V/def2-TZVPD" largest_force_ev_per_a=0.59 orbital_gap_ev="6.56 / 6.39" e_homo_ev="-7.380 / -7.449" total_energy_ha=-2382.12938
H 1.571 -5.055 -2.067 0.119
H -2.721 2.069 0.782 0.048
H 0.985 3.184 -4.861 0.081
H -3.306 2.072 -2.224 0.120
H -0.840 1.649 -5.616 0.118
H 1.815 0.919 4.900 0.112
C -1.180 0.958 3.191 -0.371
H 0.016 0.275 -4.888 0.105
H 1.914 -0.557 3.156 0.143
C 1.158 2.110 -4.924 -0.078
H 1.832 1.816 -4.118 0.062
C 1.717 -3.377 -0.711 -0.146
C -3.400 2.135 -0.067 -0.071
O -0.833 1.651 -3.593 -0.276
H 1.644 1.890 -5.875 0.080
N 0.799 -0.533 1.471 -0.078
C 3.128 -3.310 -0.653 -0.025
Te 0.901 2.057 -0.719 0.628
H -3.944 3.078 -0.013 0.086
C 3.741 -2.338 0.085 -0.061
C 0.780 1.159 4.689 -0.079
H -4.116 1.316 0.001 0.088
C -0.346 -4.296 -1.512 -0.040
C 1.018 -0.154 2.684 -0.060
P -0.440 0.831 -2.282 0.084
O -1.877 0.833 -1.447 -0.399
C -2.637 2.076 -1.364 -0.296
C 0.066 1.907 5.571 -0.684
H 3.472 -0.593 1.336 0.119
C 0.202 0.693 3.481 -0.136
H 3.710 -4.027 -1.217 0.115
Cl 0.797 2.498 7.035 0.639
H -1.849 2.786 6.019 0.106
Pd -0.661 0.106 0.344 0.722
C 1.015 -4.325 -1.491 -0.003
C -1.021 -3.320 -0.749 -0.116
C -0.147 1.351 -4.831 -0.265
H -2.104 -3.275 -0.758 0.116
C 0.946 -2.445 0.013 -0.176
C 1.612 -1.457 0.783 -0.223
C -1.882 1.728 4.174 -0.005
O -0.029 -0.565 -2.536 -0.346
O -1.818 0.535 2.174 -0.143
H -0.918 -4.997 -2.104 0.106
H -1.947 2.917 -1.453 0.074
N -0.412 -2.435 -0.006 0.093
C -1.287 2.196 5.307 -0.096
C 2.979 -1.393 0.798 -0.011
H 4.820 -2.274 0.112 0.107
H -2.926 1.932 3.973 0.116